No. 1
{"formula": "C31H29F4N10O7PbS3", "method": "ωB97M-V/def2-TZVPD", "largest_force_ev_per_a": 0.84, "total_charge": -1, "e_homo_ev": -4.20, "total_energy_ha": -4059.8787, "multiplicity": 1, "homo_lumo_gap_ev": 5.409, "lumo_ev": 1.2, "elements": ["Pb", "N", "C", "C", "N", "C", "C", "N", "C", "C", "N", "H", "H", "H", "H", "H", "H", "H", "H", "H", "H", "H", "H", "H", "H", "H", "H", "H", "H", "O", "C", "O", "C", "O", "C", "C", "O", "O", "H", "H", "H", "H", "H", "O", "C", "O", "H", "F", "C", "C", "F", "C", "C", "C", "F", "C", "C", "C", "N", "C", "N", "F", "C", "C", "N", "C", "N", "S", "C", "S", "C", "N", "N", "C", "C", "C", "C", "C", "C", "S", "H", "H", "H", "H", "H"], "positions_angstrom": [[-0.155, 0.989, 0.650], [0.722, 2.268, -1.626], [1.429, 1.434, -2.603], [0.824, 0.041, -2.678], [0.792, -0.728, -1.421], [-0.156, -1.844, -1.637], [-0.427, -2.829, -0.495], [-1.295, -2.411, 0.599], [2.124, -1.194, -1.022], [2.912, -0.208, -0.161], [2.128, 0.230, 1.010], [-0.162, 2.582, -2.014], [1.258, 3.105, -1.408], [2.479, 1.394, -2.323], [1.391, 1.858, -3.611], [1.362, -0.529, -3.449], [-0.212, 0.147, -3.014], [0.168, -2.431, -2.512], [-1.118, -1.391, -1.901], [0.497, -3.202, -0.057], [-0.904, -3.684, -0.982], [-0.873, -1.769, 1.265], [-2.155, -1.990, 0.265], [2.727, -1.461, -1.901], [2.007, -2.090, -0.421], [3.214, 0.678, -0.713], [3.822, -0.720, 0.160], [2.632, 0.966, 1.501], [2.038, -0.546, 1.671], [0.977, -4.097, 3.368], [1.453, -2.892, 3.029], [1.789, -2.610, 1.906], [1.520, -1.981, 4.228], [1.953, -0.706, 3.845], [1.099, 0.356, 4.283], [-0.359, 0.064, 3.910], [-1.209, 0.028, 4.784], [-0.546, -0.203, 2.654], [0.920, -4.630, 2.563], [2.211, -2.425, 4.952], [0.526, -1.974, 4.686], [1.441, 1.249, 3.757], [1.184, 0.509, 5.359], [-3.311, 4.076, 0.514], [-3.104, 3.473, -0.484], [-3.099, 2.097, -0.584], [-2.864, 3.911, -1.457], [3.741, 2.810, 0.969], [3.850, 3.279, -0.298], [4.867, 2.765, -1.073], [5.674, 1.863, -0.487], [5.067, 3.118, -2.419], [4.151, 4.089, -2.864], [3.145, 4.606, -2.075], [2.285, 5.471, -2.645], [2.938, 4.225, -0.754], [1.784, 4.689, 0.059], [1.262, 3.800, 0.954], [0.768, 2.934, 1.576], [1.113, 5.925, -0.126], [0.566, 6.932, -0.275], [4.209, 4.525, -4.131], [6.066, 2.518, -3.258], [6.956, 1.510, -2.803], [7.704, 0.682, -2.496], [6.215, 2.829, -4.635], [6.380, 3.024, -5.764], [-6.829, -2.012, -2.500], [-5.946, -1.299, -1.308], [-5.200, 0.267, -1.507], [-4.459, 0.094, 0.052], [-4.724, -0.998, 0.659], [-5.580, -1.773, -0.082], [-5.971, -3.013, 0.528], [-7.251, -3.516, 0.367], [-7.591, -4.705, 0.997], [-6.667, -5.377, 1.783], [-5.395, -4.847, 1.955], [-5.040, -3.664, 1.329], [-3.501, 1.327, 0.843], [-7.974, -2.991, -0.237], [-8.591, -5.101, 0.876], [-6.939, -6.307, 2.263], [-4.673, -5.353, 2.582], [-4.055, -3.239, 1.463]]}

No. 2
{"formula": "C50H58BN8O17", "method": "ωB97M-V/def2-TZVPD", "largest_force_ev_per_a": 1.31, "total_charge": -1, "e_homo_ev": -7.35, "total_energy_ha": -3682.4218, "multiplicity": 1, "homo_lumo_gap_ev": 9.121, "lumo_ev": 1.8, "elements": ["O", "C", "O", "B", "O", "C", "O", "O", "C", "O", "C", "O", "O", "N", "C", "C", "C", "C", "C", "H", "H", "H", "H", "H", "N", "C", "C", "C", "C", "C", "H", "H", "H", "H", "H", "N", "C", "C", "C", "C", "C", "H", "H", "H", "H", "H", "N", "C", "C", "C", "C", "C", "H", "H", "H", "H", "H", "N", "C", "C", "C", "C", "C", "H", "H", "H", "H", "H", "C", "C", "O", "C", "O", "O", "H", "H", "H", "H", "C", "C", "O", "C", "O", "O", "H", "H", "H", "H", "C", "C", "O", "C", "O", "O", "H", "H", "H", "H", "C", "C", "C", "C", "N", "H", "H", "H", "H", "H", "H", "H", "C", "C", "C", "C", "N", "H", "H", "H", "H", "H", "H", "H", "C", "C", "C", "C", "N", "H", "H", "H", "H", "H", "H", "H"], "positions_angstrom": [[1.332, 1.407, 2.179], [0.542, 0.816, 1.504], [0.566, 0.692, 0.187], [-0.672, 0.024, -0.255], [-1.396, -0.332, 0.989], [-0.732, 0.123, 2.028], [-1.050, 0.029, 3.179], [-0.471, -1.128, -1.114], [-1.120, -0.971, -2.276], [-1.181, -1.760, -3.158], [-1.811, 0.419, -2.221], [-1.513, 0.959, -1.050], [-2.552, 0.884, -3.038], [-3.289, -2.158, -6.121], [-4.045, -2.465, -7.168], [-4.724, -1.532, -7.945], [-4.549, -0.185, -7.672], [-3.755, 0.160, -6.589], [-3.159, -0.866, -5.863], [-4.106, -3.514, -7.442], [-5.340, -1.893, -8.759], [-4.982, 0.556, -8.333], [-3.607, 1.201, -6.336], [-2.612, -0.627, -4.959], [4.262, -2.064, 1.555], [5.510, -1.950, 1.102], [5.845, -1.550, -0.182], [4.817, -1.286, -1.076], [3.511, -1.427, -0.639], [3.285, -1.789, 0.685], [6.302, -2.176, 1.811], [6.880, -1.444, -0.473], [5.034, -0.999, -2.095], [2.643, -1.255, -1.265], [2.272, -1.848, 1.070], [0.120, -2.833, -5.732], [1.091, -2.559, -4.864], [2.085, -1.610, -5.036], [2.110, -0.880, -6.218], [1.123, -1.136, -7.147], [0.169, -2.107, -6.843], [1.066, -3.062, -3.902], [2.816, -1.377, -4.277], [2.822, -0.082, -6.399], [1.075, -0.639, -8.106], [-0.572, -2.269, -7.624], [2.120, -4.603, 4.736], [0.895, -4.642, 5.248], [0.014, -3.576, 5.184], [0.444, -2.381, 4.629], [1.714, -2.336, 4.079], [2.509, -3.475, 4.155], [0.578, -5.569, 5.712], [-1.014, -3.684, 5.510], [-0.208, -1.520, 4.620], [2.095, -1.462, 3.562], [3.482, -3.464, 3.677], [3.009, 6.586, 2.819], [3.942, 6.136, 3.651], [3.894, 4.884, 4.246], [2.851, 4.021, 3.920], [1.870, 4.485, 3.068], [1.989, 5.771, 2.553], [4.810, 6.765, 3.824], [4.648, 4.569, 4.957], [2.833, 3.026, 4.348], [1.034, 3.863, 2.778], [1.195, 6.184, 1.940], [-1.784, 4.272, -1.609], [-1.222, 4.295, -0.180], [-0.006, 5.014, -0.303], [0.363, 5.065, -1.607], [1.412, 5.450, -1.994], [-0.644, 4.636, -2.400], [-2.573, 4.997, -1.802], [-2.071, 3.259, -1.878], [-1.053, 3.257, 0.123], [-1.867, 4.752, 0.566], [-5.083, 3.068, -3.452], [-5.794, 1.801, -2.961], [-6.627, 1.466, -4.079], [-6.625, 2.471, -4.984], [-7.201, 2.452, -6.017], [-5.890, 3.516, -4.532], [-4.084, 2.792, -3.806], [-4.945, 3.843, -2.702], [-6.431, 1.986, -2.094], [-5.107, 0.981, -2.782], [-3.361, -2.614, 2.777], [-3.373, -2.180, 4.256], [-3.533, -3.412, 4.950], [-3.186, -4.437, 4.123], [-3.015, -5.551, 4.491], [-3.094, -4.012, 2.853], [-2.546, -2.125, 2.249], [-4.290, -2.399, 2.252], [-4.209, -1.513, 4.454], [-2.462, -1.634, 4.491], [-0.265, -4.186, 0.448], [0.233, -5.599, 0.193], [1.044, -5.692, -1.110], [0.208, -5.359, -2.271], [-0.463, -5.108, -3.166], [-1.033, -3.911, -0.281], [0.514, -3.427, 0.441], [-0.796, -4.168, 1.404], [-0.630, -6.260, 0.116], [0.866, -5.933, 1.016], [1.404, -6.706, -1.301], [1.901, -5.019, -1.071], [5.624, 1.532, 0.697], [4.668, 2.710, 0.785], [3.459, 2.573, -0.121], [3.820, 2.568, -1.538], [4.132, 2.507, -2.640], [6.096, 1.462, -0.285], [5.129, 0.596, 0.964], [6.449, 1.621, 1.413], [5.230, 3.623, 0.564], [4.341, 2.830, 1.819], [2.733, 3.362, 0.086], [2.926, 1.642, 0.082], [-0.096, 0.912, 6.623], [-0.472, 2.355, 6.321], [-1.533, 2.491, 5.234], [-2.753, 1.724, 5.482], [-3.706, 1.116, 5.676], [-0.971, 0.323, 6.900], [0.612, 0.873, 7.450], [0.350, 0.461, 5.735], [0.395, 2.944, 6.016], [-0.861, 2.850, 7.218], [-1.158, 2.192, 4.253], [-1.839, 3.536, 5.119]]}

No. 3
{"formula": "C45H50F40O20", "method": "ωB97M-V/def2-TZVPD", "s_squared": 0.756, "largest_force_ev_per_a": 5.64, "total_charge": 1, "e_homo_ev": [-12.28, -12.28], "total_energy_ha": -7243.6715, "multiplicity": 2, "homo_lumo_gap_ev": [8.821, 2.744], "lumo_ev": [-3.5, -9.5], "elements": ["C", "C", "C", "O", "C", "O", "O", "H", "H", "H", "H", "H", "H", "C", "C", "C", "O", "C", "O", "O", "H", "H", "H", "H", "H", "H", "C", "C", "C", "O", "C", "O", "O", "H", "H", "H", "H", "H", "H", "C", "C", "C", "O", "C", "O", "O", "H", "H", "H", "H", "H", "H", "C", "C", "C", "O", "C", "O", "O", "H", "H", "H", "H", "H", "H", "C", "C", "C", "F", "F", "F", "F", "O", "C", "C", "F", "F", "F", "F", "H", "H", "H", "H", "C", "C", "C", "F", "F", "F", "F", "O", "C", "C", "F", "F", "F", "F", "H", "H", "H", "H", "C", "C", "C", "F", "F", "F", "F", "O", "C", "C", "F", "F", "F", "F", "H", "H", "H", "H", "C", "C", "C", "F", "F", "F", "F", "O", "C", "C", "F", "F", "F", "F", "H", "H", "H", "H", "C", "C", "C", "F", "F", "F", "F", "O", "C", "C", "F", "F", "F", "F", "H", "H", "H", "H"], "positions_angstrom": [[2.039, 4.771, 2.614], [0.816, 4.122, 2.000], [-0.154, 3.450, 3.042], [-1.459, 3.918, 2.686], [-1.298, 4.759, 1.649], [-2.276, 5.236, 1.044], [-0.019, 5.081, 1.401], [2.879, 4.465, 1.991], [2.315, 4.512, 3.637], [1.967, 5.856, 2.541], [1.164, 3.436, 1.228], [0.088, 3.832, 4.034], [0.088, 2.393, 3.150], [4.673, -3.655, 4.912], [3.302, -3.874, 4.261], [2.737, -2.667, 3.451], [3.131, -2.912, 2.127], [3.261, -4.240, 2.022], [3.268, -4.891, 0.971], [3.434, -4.800, 3.223], [4.645, -2.934, 5.729], [5.548, -3.463, 4.290], [4.917, -4.606, 5.385], [2.589, -4.161, 5.034], [2.962, -1.645, 3.754], [1.649, -2.722, 3.491], [-0.279, -4.854, -0.241], [-1.583, -4.509, 0.379], [-2.033, -5.383, 1.559], [-1.985, -4.609, 2.747], [-1.667, -3.392, 2.452], [-1.653, -2.521, 3.255], [-1.419, -3.242, 1.081], [0.488, -5.222, 0.441], [-0.104, -4.131, -1.037], [-0.391, -5.779, -0.807], [-2.437, -4.384, -0.287], [-1.482, -6.318, 1.667], [-3.092, -5.624, 1.471], [-8.552, 2.566, -1.584], [-7.832, 3.172, -0.343], [-6.470, 3.948, -0.657], [-6.723, 5.003, 0.289], [-7.983, 5.282, 0.494], [-8.457, 6.270, 1.113], [-8.695, 4.240, 0.007], [-8.900, 3.346, -2.262], [-9.523, 2.079, -1.491], [-7.845, 1.948, -2.136], [-7.711, 2.437, 0.453], [-6.334, 4.273, -1.689], [-5.537, 3.448, -0.396], [-2.638, 2.077, -5.586], [-2.888, 2.647, -4.171], [-2.070, 3.863, -3.723], [-2.984, 4.865, -3.474], [-4.173, 4.470, -3.832], [-5.176, 5.149, -3.761], [-4.154, 3.178, -4.221], [-2.427, 2.909, -6.258], [-3.396, 1.465, -6.074], [-1.805, 1.373, -5.583], [-3.000, 1.867, -3.419], [-1.450, 4.232, -4.540], [-1.423, 3.547, -2.906], [5.729, -3.729, -4.317], [6.953, -3.251, -3.543], [7.818, -2.422, -4.407], [7.936, -2.751, -5.745], [7.466, -1.108, -4.429], [6.549, -2.542, -2.511], [7.632, -4.197, -3.019], [4.937, -4.570, -3.502], [3.575, -4.138, -3.335], [3.393, -3.015, -2.196], [3.721, -1.789, -2.605], [2.076, -2.973, -1.924], [2.976, -3.847, -4.419], [3.003, -5.267, -3.046], [6.102, -4.376, -5.111], [5.273, -2.919, -4.887], [8.754, -2.423, -3.849], [3.992, -3.182, -1.301], [3.704, 4.514, -3.271], [3.250, 4.257, -1.860], [3.945, 3.026, -1.119], [5.232, 2.908, -1.304], [3.777, 2.790, 0.172], [3.488, 5.363, -1.267], [1.957, 4.072, -1.735], [3.208, 3.548, -4.215], [2.018, 3.830, -4.987], [1.717, 2.552, -5.849], [1.645, 1.465, -5.084], [0.567, 2.608, -6.553], [1.095, 4.120, -4.108], [2.061, 4.907, -5.797], [4.777, 4.609, -3.442], [3.292, 5.500, -3.488], [3.586, 2.078, -1.520], [2.475, 2.553, -6.633], [-9.347, -3.470, 4.950], [-10.199, -4.528, 4.273], [-11.015, -3.854, 3.102], [-10.330, -3.283, 2.128], [-11.814, -4.859, 2.618], [-9.356, -5.478, 3.922], [-10.965, -5.054, 5.254], [-8.274, -2.852, 4.121], [-8.142, -1.434, 4.350], [-7.186, -0.864, 3.292], [-7.570, -0.982, 1.974], [-6.894, 0.382, 3.551], [-9.402, -0.872, 4.150], [-7.827, -1.166, 5.563], [-8.828, -3.885, 5.814], [-9.904, -2.757, 5.559], [-11.721, -3.157, 3.552], [-6.267, -1.433, 3.429], [-0.937, 0.558, -0.686], [0.626, 0.376, -0.466], [0.962, -0.572, 0.688], [0.359, -0.302, 1.861], [0.779, -1.861, 0.393], [1.188, 0.061, -1.639], [1.261, 1.527, -0.214], [-1.561, 1.176, 0.398], [-3.032, 1.131, 0.281], [-3.491, 1.590, 1.658], [-4.817, 1.381, 1.865], [-2.913, 1.084, 2.771], [-3.500, 2.016, -0.717], [-3.608, -0.041, 0.063], [-1.515, -0.318, -0.981], [-1.119, 1.191, -1.555], [2.025, -0.572, 0.927], [-3.383, 2.674, 1.685], [8.211, -0.459, 1.105], [9.111, -1.392, 0.296], [10.589, -1.182, 0.673], [10.842, 0.088, 0.839], [10.816, -1.657, 1.885], [8.885, -2.681, 0.398], [8.952, -1.088, -1.051], [6.917, -0.371, 0.451], [5.779, -0.156, 1.371], [5.773, 1.185, 2.171], [4.707, 1.247, 2.985], [6.786, 1.302, 2.980], [4.673, -0.258, 0.594], [5.784, -1.234, 2.131], [8.558, 0.564, 1.247], [8.106, -0.991, 2.050], [11.306, -1.684, 0.023], [5.760, 2.064, 1.526]]}